No. 1
C44H39Cl3MgN5O3STe as an isolated structure. Source: the OMol25 dataset; level of theory: ωB97M-V/def2-TZVPD.

The value obtained for the LUMO energy is 2.249 eV. The gap between HOMO and LUMO comes out at 7.38 eV.

The geometry in ORCA input format:
```
! RIJCOSX wB97M-V def2-TZVPD def2/J DEFGRID3
* xyz -1 1
Mg -0.39 0.42 0.28
C -0.63 0.36 4.83
C 0.55 1.17 4.36
C 1.04 2.17 5.18
C 2.11 2.96 4.80
C 2.71 2.72 3.57
C 2.25 1.72 2.72
C 2.97 1.49 1.42
C 1.16 0.93 3.11
N 0.57 0.00 2.22
C 0.51 -1.27 2.60
O 1.05 -1.86 3.55
C -0.48 -2.06 1.77
C -1.12 -3.19 2.27
C -2.12 -3.78 1.51
C -2.47 -3.23 0.29
C -1.81 -2.09 -0.13
N -0.83 -1.56 0.59
C -2.22 -1.33 -1.38
O -3.03 -1.89 -2.13
N -1.67 -0.11 -1.48
C -1.94 0.57 -2.70
C -2.58 1.81 -2.69
C -3.14 2.39 -1.42
C -2.75 2.50 -3.88
C -2.29 1.99 -5.09
C -1.67 0.75 -5.09
C -1.49 0.03 -3.92
C -0.82 -1.31 -4.00
H -1.22 0.93 5.55
H -1.28 0.08 4.00
H -0.30 -0.57 5.29
H 0.55 2.36 6.13
H 2.47 3.75 5.44
H 3.54 3.33 3.25
H 3.47 2.40 1.10
H 3.71 0.70 1.53
H 2.29 1.19 0.63
H -0.83 -3.55 3.24
H -2.64 -4.65 1.88
H -3.26 -3.62 -0.34
H -3.79 1.67 -0.92
H -2.34 2.65 -0.73
H -3.71 3.29 -1.64
H -3.25 3.47 -3.86
H -2.42 2.55 -6.01
H -1.31 0.33 -6.03
H -0.19 -1.37 -4.89
H -0.20 -1.48 -3.12
H -1.56 -2.11 -4.02
Cl -2.05 5.04 5.33
C -1.54 4.24 3.86
C -2.18 3.08 3.46
C -1.75 2.46 2.31
Cl -2.53 0.97 1.81
C -0.68 2.93 1.51
O -0.25 2.31 0.45
C -0.10 4.13 1.97
Cl 1.21 4.79 1.04
C -0.50 4.77 3.12
H -2.99 2.66 4.04
H 0.00 5.67 3.44
S 3.16 -1.90 0.51
C 2.38 -3.37 0.54
N 2.13 -4.10 1.66
C 1.38 -5.31 1.36
C 1.44 -5.38 -0.18
N 1.90 -4.05 -0.53
H 2.03 -3.58 2.52
H 0.35 -5.23 1.71
H 1.84 -6.18 1.82
H 0.47 -5.59 -0.62
H 2.15 -6.14 -0.52
H 2.22 -3.78 -1.45
Te 1.57 1.10 -2.50
C 2.30 2.37 -4.02
C 1.78 2.27 -5.30
C 2.28 3.06 -6.32
C 3.30 3.97 -6.06
C 3.81 4.08 -4.78
C 3.31 3.29 -3.75
C 3.06 -0.36 -2.84
C 2.78 -1.50 -3.58
C 3.76 -2.47 -3.76
C 5.02 -2.29 -3.21
C 5.30 -1.15 -2.47
C 4.31 -0.19 -2.29
H 0.97 1.57 -5.50
H 1.87 2.98 -7.32
H 3.69 4.59 -6.85
H 4.60 4.80 -4.57
H 3.70 3.38 -2.75
H 1.80 -1.64 -4.02
H 3.54 -3.35 -4.35
H 5.78 -3.05 -3.34
H 6.27 -1.02 -2.02
H 4.52 0.68 -1.68
*
```

***

No. 2
C44H39F5N2O3PSSeSiTc as an isolated structure in a non-equilibrium geometry. Source: the OMol25 dataset; level of theory: ωB97M-V/def2-TZVPD.

The value obtained for the LUMO energy (alpha / beta) is 1.955 / 1.955 eV. The gap between HOMO and LUMO (alpha / beta) comes out at 5.56 / 5.29 eV.

The geometry in ORCA input format:
```
! RIJCOSX wB97M-V def2-TZVPD def2/J DEFGRID3
* xyz -1 2
Tc 0.59 0.16 0.57
O -0.09 2.22 3.60
S -0.05 0.76 3.59
O 0.26 0.13 4.88
O 0.67 0.16 2.47
C -1.83 0.35 3.37
C -2.56 0.31 4.58
C -3.94 0.09 4.58
C -4.60 -0.08 3.38
C -3.89 -0.04 2.18
C -2.48 0.15 2.14
P -1.69 0.16 0.50
C -2.29 -1.31 -0.36
C -2.37 -1.37 -1.76
C -2.75 -2.54 -2.42
C -3.04 -3.70 -1.69
C -2.92 -3.68 -0.30
C -2.54 -2.50 0.35
C -2.39 1.66 -0.22
C -3.47 1.72 -1.10
C -3.91 2.94 -1.63
C -3.28 4.13 -1.26
C -2.22 4.10 -0.37
C -1.78 2.88 0.15
H -2.05 0.47 5.53
H -4.48 0.07 5.52
H -5.68 -0.23 3.36
H -4.45 -0.17 1.26
H -2.10 -0.50 -2.36
H -2.81 -2.56 -3.50
H -3.32 -4.61 -2.20
H -3.10 -4.58 0.28
H -2.41 -2.54 1.43
H -4.00 0.82 -1.39
H -4.75 2.97 -2.32
H -3.62 5.08 -1.66
H -1.72 5.02 -0.06
H -0.94 2.88 0.85
F 9.12 0.03 0.59
C 7.76 0.06 0.59
C 7.06 -0.11 -0.61
F 7.74 -0.30 -1.77
C 5.66 -0.08 -0.62
F 4.99 -0.24 -1.78
C 4.96 0.12 0.58
Se 3.04 0.16 0.57
C 5.66 0.29 1.78
F 4.99 0.48 2.95
C 7.06 0.26 1.79
F 7.74 0.42 2.95
N 0.62 -5.98 0.40
C 0.58 -4.59 0.55
C -0.51 -3.87 0.06
C -0.46 -2.48 0.11
N 0.59 -1.78 0.57
C 1.66 -2.50 0.98
C 1.70 -3.89 0.97
H -0.29 -6.43 0.39
H 1.27 -6.45 1.03
H -1.38 -4.36 -0.35
H -1.30 -1.88 -0.24
H 2.51 -1.92 1.32
H 2.60 -4.40 1.29
C 0.59 2.21 0.57
C 0.65 3.66 0.60
C 1.32 4.36 -0.40
C 1.33 5.76 -0.40
C 0.66 6.46 0.60
C -0.02 5.77 1.60
C -0.02 4.37 1.61
H 0.67 1.67 -0.39
H -0.10 1.65 1.24
H 1.84 3.83 -1.19
H 1.85 6.30 -1.18
H 0.66 7.55 0.60
H -0.54 6.31 2.38
H -0.56 3.85 2.39
C 2.28 0.66 -2.44
Si 0.59 0.16 -1.86
C -0.69 1.43 -2.24
C 0.15 -1.56 -2.44
C 0.88 -2.67 -1.99
C 0.56 -3.96 -2.42
C -0.50 -4.16 -3.31
C -1.23 -3.07 -3.77
C -0.91 -1.78 -3.34
H 2.32 0.71 -3.53
H 3.04 -0.05 -2.10
H 2.55 1.65 -2.04
H -0.79 1.58 -3.32
H -0.43 2.40 -1.80
H -1.67 1.14 -1.85
H 1.71 -2.56 -1.30
H 1.13 -4.81 -2.07
H -0.74 -5.17 -3.65
H -2.05 -3.22 -4.46
H -1.50 -0.95 -3.72
H 1.56 1.12 1.54
*
```

***

No. 3
C44H39GeN10O4S2Ti as an isolated structure in a non-equilibrium geometry. Source: the OMol25 dataset; level of theory: ωB97M-V/def2-TZVPD.

The value obtained for the LUMO energy (alpha / beta) is 2.027 / 1.642 eV. The gap between HOMO and LUMO (alpha / beta) comes out at 4.16 / 6.91 eV. Its energy relative to the best compared isomer or geometry (same formula, charge and spin) is 0.8833 eV.

The geometry in ORCA input format:
```
! RIJCOSX wB97M-V def2-TZVPD def2/J DEFGRID3
* xyz -1 3
Ti -0.56 -0.02 -0.17
N 0.28 1.27 3.85
C -0.67 1.59 2.94
S -2.10 2.31 3.46
N -0.33 1.31 1.66
N -1.10 1.56 0.63
C -2.14 2.31 0.35
C -2.69 1.91 -0.90
C -3.76 2.55 -1.55
C -4.20 2.07 -2.76
C -3.54 0.97 -3.33
C -2.51 0.39 -2.64
N -2.09 0.79 -1.43
H -0.03 1.16 4.79
H 1.05 0.70 3.51
H -2.53 3.09 0.98
H -4.22 3.41 -1.08
H -5.03 2.54 -3.27
H -3.84 0.60 -4.30
H -1.97 -0.44 -3.08
N 7.16 -3.90 0.41
C 5.91 -3.35 0.68
C 4.91 -4.12 1.29
C 3.68 -3.55 1.59
C 3.46 -2.22 1.30
C 4.45 -1.43 0.73
C 5.66 -2.00 0.40
S 1.95 -1.43 1.83
O 2.35 -0.12 2.27
O 1.35 -2.29 2.82
N 0.98 -1.22 0.55
C 0.52 -2.27 -0.15
N -0.49 -1.92 -1.01
C -1.03 -2.90 -1.73
C -0.58 -4.21 -1.65
C 0.46 -4.45 -0.77
N 1.01 -3.50 -0.01
H 7.19 -4.90 0.35
H 7.69 -3.42 -0.29
H 5.11 -5.15 1.52
H 2.88 -4.11 2.05
H 4.26 -0.38 0.57
H 6.44 -1.40 -0.06
H -1.83 -2.62 -2.40
H -1.01 -4.98 -2.26
H 0.89 -5.44 -0.65
N -6.86 -1.35 0.52
C -5.75 -1.48 0.84
C -4.40 -1.68 1.22
C -4.04 -2.72 2.14
C -2.69 -2.81 2.46
C -1.77 -1.94 1.91
N -2.11 -0.97 0.97
C -3.42 -0.88 0.68
H -4.79 -3.37 2.57
H -2.34 -3.55 3.16
H -0.75 -1.98 2.24
H -3.72 -0.12 -0.03
O 0.18 1.55 -3.45
C 0.48 1.60 -2.27
O 0.62 0.56 -1.50
C 0.86 2.93 -1.61
C 2.28 2.83 -0.99
Ge 3.65 2.27 -2.35
C 3.68 3.58 -3.84
C 4.70 4.53 -3.94
C 4.73 5.43 -5.00
C 3.74 5.40 -5.97
C 2.73 4.46 -5.88
C 2.69 3.56 -4.83
C 5.43 2.36 -1.47
C 6.59 2.15 -2.22
C 7.84 2.11 -1.61
C 7.94 2.27 -0.24
C 6.80 2.47 0.52
C 5.56 2.52 -0.10
C 3.64 0.46 -3.13
C 3.76 -0.63 -2.27
C 3.87 -1.92 -2.77
C 3.84 -2.13 -4.14
C 3.70 -1.06 -5.00
C 3.62 0.23 -4.50
H 0.12 3.13 -0.83
H 0.83 3.72 -2.35
H 2.25 2.14 -0.15
H 2.60 3.81 -0.63
H 5.47 4.56 -3.18
H 5.54 6.15 -5.07
H 3.76 6.11 -6.78
H 1.95 4.43 -6.64
H 1.89 2.83 -4.77
H 6.51 2.03 -3.30
H 8.73 1.95 -2.21
H 8.91 2.23 0.24
H 6.87 2.58 1.60
H 4.67 2.68 0.51
H 3.74 -0.47 -1.20
H 3.99 -2.75 -2.08
H 3.93 -3.14 -4.54
H 3.67 -1.23 -6.07
H 3.54 1.07 -5.18
*
```

***

no.,DFT total energy (eV)
1,-121003.2624
2,-164499.4698
3,-170657.9843